(a)
Entry from the Open Molecules 2025 dataset: C2H6N2OS in the gas phase (ωB97M-V/def2-TZVPD).

Computed properties:
**M**: 106.15 g/mol

XYZ file:
```
12
Properties=species:S:1:pos:R:3:nbo_charge:R:1
H -0.481 2.630 -0.207 0.356
N 0.343 1.899 0.025 -0.724
C 0.227 0.773 -0.594 0.329
N 1.362 0.032 -0.598 -0.354
O 1.586 -1.235 -0.253 -0.529
S -1.409 -0.187 -1.034 0.134
C -1.297 -0.630 0.737 -0.782
H 2.221 0.541 -0.245 0.376
H 1.368 -1.730 -1.171 0.475
H -0.399 -1.221 1.093 0.242
H -1.129 0.326 1.400 0.244
H -2.391 -1.198 0.847 0.233
```

***

(b)
Entry from the Open Molecules 2025 dataset: a molecular structure, C2H6N2OS (ωB97M-V/def2-TZVPD).

Computed properties:
**M**: 106.15 g/mol

XYZ file:
```
12
Properties=species:S:1:pos:R:3:nbo_charge:R:1
C 2.417 0.198 1.232 -0.736
C -0.854 -0.739 -0.652 0.226
H 2.943 -0.345 0.473 0.233
H 2.967 1.138 1.350 0.225
H 2.359 -0.269 2.227 0.219
H -1.263 -1.660 -1.101 0.181
H -1.651 1.190 -0.217 0.385
H -3.548 0.158 -1.410 0.470
N 0.336 -0.817 -0.221 -0.605
N -1.821 0.238 -0.565 -0.358
O -2.634 0.311 -1.701 -0.553
S 0.749 0.597 0.585 0.312
```

***

(c)
Entry from the Open Molecules 2025 dataset: a molecular structure, C2H6N2OS (ωB97M-V/def2-TZVPD).

Computed properties:
**M**: 106.15 g/mol

XYZ file:
```
12
Properties=species:S:1:pos:R:3:nbo_charge:R:1
C -1.186 -0.861 0.156 -0.454
C 0.868 -0.254 1.043 -0.466
N 0.071 0.765 -1.393 -0.665
N -0.320 0.227 0.381 -0.226
O 0.878 2.442 -2.899 -0.846
S 0.120 2.270 -1.641 1.376
H -0.680 -1.735 -0.446 0.197
H -1.161 -1.383 1.185 0.215
H -2.225 -0.488 -0.084 0.226
H 0.646 -0.428 2.137 0.234
H 1.323 -1.142 0.522 0.190
H 1.669 0.587 1.038 0.219
```

***

Bottom line: (b), by a margin of 1.536 eV.